Formula: C5H15N3
Source: the OMol25 dataset
Level of theory: wB97M-V/def2-TZVPD

Values from the calculation:
E   -363.55460 hartree
Energy above the lowest of the compared OMol25 structures with the same formula, charge and spin   6.327 eV
2S+1   1
Highest occupied orbital energy (spin up / spin down)   -7.60 / -7.41 eV
Frontier orbital gap (spin up / spin down)   7.4 / 6.6 eV

Each line ends with the Mulliken charge.
CARTESIAN COORDINATES (ANGSTROEM)
H (0.2786, 1.2466, 2.0726)  0.38
C (-0.7000, -1.3605, -0.0429)  -0.04
N (1.1759, -0.4588, -1.4765)  -0.73
H (1.5680, -1.3960, -1.5167)  0.20
H (-2.7600, -0.9885, -0.3989)  0.38
H (1.5141, 2.6937, -1.8708)  0.31
C (0.7684, 3.0468, -1.1572)  -0.46
H (0.4599, -0.3811, -2.1946)  0.23
H (0.2766, -2.7663, 1.2701)  0.31
C (-1.8449, -0.4108, -0.2031)  -1.04
H (-2.0175, 0.1818, 0.6953)  0.26
N (0.5726, 2.5021, -0.0178)  -0.44
H (0.1498, 3.8961, -1.4164)  0.26
H (1.5520, 0.7494, -0.5525)  0.48
H (-1.4522, -3.0215, 1.0476)  0.43
H (0.2524, -0.1769, 0.9326)  -0.30
H (1.7117, 0.1537, 1.8879)  0.31
H (-1.6898, 0.2668, -1.0400)  0.32
H (-0.8929, -1.7040, 2.0852)  0.33
C (-0.6787, -2.2497, 1.1646)  -1.30
H (-0.4880, -1.9200, -0.9432)  0.42
N (1.3528, 1.4282, 0.2926)  -0.18
C (0.8913, 0.6690, 1.3821)  -0.14


Formula: C5H15N3NaO10S2
Source: the OMol25 dataset
Level of theory: wB97M-V/def2-TZVPD

Values from the calculation:
E   -2074.85788 hartree
Energy above the lowest of the compared OMol25 structures with the same formula, charge and spin   0.000 eV
2S+1   1
Highest occupied orbital energy   2.58 eV
Frontier orbital gap   3.0 eV
Net charge   -3

Each line ends with the Mulliken charge.
CARTESIAN COORDINATES (ANGSTROEM)
O (24.5592, 9.7408, 3.4440)  -0.77
O (23.4990, 16.0431, 5.9865)  -0.42
H (23.1937, 15.8146, 7.9575)  0.34
O (27.2265, 10.9815, 6.2116)  -0.79
H (21.7525, 11.0585, 7.7682)  0.23
S (24.4579, 10.6957, 2.3242)  1.11
H (20.6904, 10.8763, 6.4025)  0.15
H (23.5952, 16.3174, 3.9497)  0.21
O (23.7856, 10.2559, 6.5476)  -0.61
N (21.6130, 10.9072, 6.7897)  -0.38
H (21.8845, 15.3045, 7.0121)  0.39
C (23.6112, 13.8697, 7.1624)  1.23
C (23.2062, 15.6017, 4.6705)  -0.42
O (23.1776, 10.5320, 1.6352)  -0.79
S (28.3628, 11.1666, 5.2908)  1.21
O (27.7825, 11.9531, 4.1805)  -0.74
H (23.7536, 14.6643, 4.5127)  0.16
C (22.6898, 10.4779, 6.0415)  0.59
C (22.9820, 15.2621, 7.0307)  -0.90
H (24.1404, 13.7785, 9.3240)  0.45
O (25.6276, 10.5742, 1.4169)  -0.75
O (29.4520, 11.8956, 5.9632)  -0.79
H (21.5289, 10.3542, 4.3541)  0.08
C (23.5166, 13.3143, 8.5621)  -1.95
N (25.0109, 13.9031, 6.7359)  -0.43
Na (25.4154, 11.9464, 4.9665)  0.70
O (28.7762, 9.8183, 4.8589)  -0.76
H (25.4024, 14.8372, 6.7533)  0.18
H (22.9817, 13.2346, 6.5282)  -0.08
H (22.1334, 15.4372, 4.5211)  0.27
N (22.4472, 10.2321, 4.7245)  -0.28
H (23.2983, 10.0096, 4.1491)  0.29
H (22.4610, 13.3196, 8.8882)  0.40
H (23.7160, 12.2390, 8.5133)  0.41
O (24.5483, 12.0271, 2.9297)  -0.75
H (25.5819, 13.3437, 7.3617)  0.23


Formula: C5H15N5O2
Source: the OMol25 dataset
Level of theory: wB97M-V/def2-TZVPD

Values from the calculation:
E   -623.58098 hartree
Energy above the lowest of the compared OMol25 structures with the same formula, charge and spin   1.071 eV
2S+1   1
Highest occupied orbital energy   -8.72 eV
Frontier orbital gap   9.0 eV

Each line ends with the Mulliken charge.
CARTESIAN COORDINATES (ANGSTROEM)
H (-2.8110, -1.7047, -3.7915)  0.27
H (4.0064, 2.0577, -0.2461)  0.33
C (-0.4421, -2.6183, 1.5677)  -0.75
N (-1.0905, -1.8872, 2.5404)  -0.39
H (-2.0522, -1.7084, 2.2376)  0.25
C (-0.3912, -0.6084, 2.8295)  -0.66
H (-0.9992, -0.0301, 3.6294)  0.26
C (1.1842, 1.6736, -0.4617)  0.04
H (0.5964, -0.7544, 3.2151)  0.28
H (-2.8709, -0.8696, -2.3283)  0.26
O (1.2201, -1.5587, -2.7249)  -0.47
H (2.1276, 0.0154, -0.0699)  0.24
C (0.0339, -1.5634, -2.7481)  0.54
H (0.4058, -3.1148, 2.1593)  0.27
N (1.1159, 2.9423, -0.2292)  -0.48
H (-0.8230, 2.8354, -0.9944)  0.31
H (-0.4988, 4.0379, 0.1275)  0.27
N (-1.0965, -1.1917, -2.7570)  -0.05
O (3.4666, 1.4089, 0.2724)  -0.45
H (-1.0574, -3.4965, 1.2995)  0.35
H (-0.1525, -2.0231, 0.7587)  0.19
N (-2.4688, -1.6191, -2.8181)  -0.53
N (2.3365, 0.9327, -0.4152)  -0.02
H (0.2691, 4.2705, -1.4346)  0.25
C (-0.0871, 3.5532, -0.6722)  -0.72
H (-0.3496, -0.0500, 1.8899)  0.21
H (0.4283, 1.0709, -0.8360)  0.22


Formula: C5H15NO
Source: the OMol25 dataset
Level of theory: wB97M-V/def2-TZVPD

Values from the calculation:
E   -329.46600 hartree
Energy above the lowest of the compared OMol25 structures with the same formula, charge and spin   1.132 eV
2S+1   1
Highest occupied orbital energy   -8.94 eV
Frontier orbital gap   9.6 eV

Each line ends with the Mulliken charge.
CARTESIAN COORDINATES (ANGSTROEM)
H (-2.8494, 1.0840, -1.7853)  0.35
H (0.0377, 0.8195, 1.0786)  0.31
H (-2.5253, -0.6819, -1.7044)  0.27
C (1.0519, -1.6857, 0.7387)  -0.58
H (2.4567, -0.6259, 1.7360)  0.24
H (-1.0286, -1.8738, 0.3685)  0.29
H (1.3170, -2.4669, 1.4537)  0.33
C (-1.0909, 0.4511, -0.6637)  -0.30
C (-2.5450, 0.2566, -1.1478)  -1.16
O (1.5242, 2.1818, -1.2940)  -0.61
H (-0.4297, -0.1513, -1.2902)  0.32
H (1.4223, 2.8138, -1.9875)  0.28
H (1.8577, 0.2049, 0.4583)  0.20
N (2.1047, -0.6969, 0.7981)  -0.55
H (1.0173, -2.1932, -0.2265)  0.29
H (-0.7733, -1.6331, 2.0495)  0.42
H (-0.7680, 1.4584, -0.9213)  0.29
H (1.7423, 2.5748, -0.4548)  0.30
H (-3.3498, 0.1692, -0.4186)  0.29
C (-0.8131, 0.1866, 0.8215)  -0.73
C (-0.4315, -1.2833, 1.0746)  -0.65
H (-1.6400, 0.4558, 1.4734)  0.37


Formula: C5H15NO
Source: the OMol25 dataset
Level of theory: wB97M-V/def2-TZVPD

Values from the calculation:
E   -329.43321 hartree
Energy above the lowest of the compared OMol25 structures with the same formula, charge and spin   2.024 eV
2S+1   1
Highest occupied orbital energy   -9.88 eV
Frontier orbital gap   10.9 eV

Each line ends with the Mulliken charge.
CARTESIAN COORDINATES (ANGSTROEM)
H (-1.0980, -0.1373, -1.5348)  0.20
C (-1.3761, 0.8872, -1.3108)  -0.41
H (-0.5774, 2.2838, 0.2559)  0.44
H (-2.4367, 1.1345, -1.2524)  0.40
H (1.9558, -1.2081, -0.2006)  0.37
H (-1.4481, 1.7437, -3.4770)  0.34
H (-0.7421, -4.0472, 3.2977)  0.31
H (0.3680, -1.3335, -0.0084)  0.28
C (0.9399, 0.7555, -0.1499)  -0.40
C (1.1129, -0.6320, 0.3585)  -0.76
N (1.2857, -1.1727, 1.7525)  -0.59
H (1.3823, 1.0406, -1.1149)  0.41
C (-0.6092, 1.2396, 0.0011)  -0.73
H (-0.0514, 1.0270, -2.9056)  0.30
C (-0.8405, 1.6771, -2.5576)  -1.11
H (2.2791, -1.2161, 2.0120)  0.25
H (0.9609, -0.5423, 2.4840)  0.22
H (1.3461, 1.4528, 0.5871)  0.26
H (-0.9648, 0.4286, 0.6720)  0.33
H (-0.4365, 2.6797, -2.2361)  0.25
H (-0.1531, -2.8954, 2.3885)  0.34
O (-0.8969, -3.1654, 2.9387)  -0.67


Formula: C5H15NO
Source: the OMol25 dataset
Level of theory: wB97M-V/def2-TZVPD

Values from the calculation:
E   -329.38684 hartree
Energy above the lowest of the compared OMol25 structures with the same formula, charge and spin   3.286 eV
2S+1   1
Highest occupied orbital energy   -7.65 eV
Frontier orbital gap   8.5 eV

Each line ends with the Mulliken charge.
CARTESIAN COORDINATES (ANGSTROEM)
H (-0.4189, -0.5057, -2.1582)  0.33
H (0.8792, 1.3399, -0.9864)  0.37
H (1.3116, 1.0847, 0.8699)  0.25
H (-3.9873, 4.3987, 0.2299)  0.30
H (-0.7369, -1.9936, -1.1116)  0.25
O (-3.6437, 3.7829, 0.8925)  -0.61
H (3.3389, -2.6867, 0.5804)  0.44
H (3.1038, -1.7858, -0.8286)  0.35
C (-0.4782, -0.8957, -1.0926)  -0.63
H (0.9421, -2.7060, 0.3718)  0.41
H (-1.5524, 0.7890, 0.0944)  0.17
C (2.8484, -1.8384, 0.2645)  -1.24
H (3.5501, -0.9152, 0.4700)  0.23
H (1.2147, -1.1120, 1.5047)  0.30
N (0.8567, -0.6412, -0.4790)  0.09
C (1.4372, 0.7005, -0.2654)  -0.92
H (-4.5158, 3.9508, 1.3542)  0.31
C (-1.5736, -0.3893, -0.1127)  -0.83
H (-2.5332, -0.7860, -0.2623)  0.42
H (2.5019, 0.8204, -0.4751)  0.27
C (1.3105, -1.7104, 0.5012)  -0.50
H (-1.2108, -0.8675, 0.7899)  0.25


Question: Among the records above, which one has the highest energy above the lowest of the compared OMol25 structures with the same formula, charge and spin?
Answer: C5H15N3


Question: Look up the 2S+1 of the first one.
Answer: 1


Question: Which value of E does entry 1 give?
Answer: -363.55460 hartree